No. 1
The molecule C23H29FN4O4S, computed with the ωB97M-V functional and the def2-TZVPD basis.

Structure (ORCA input):
```
! wB97M-V def2-TZVPD RIJCOSX def2/J DEFGRID3
* xyz 0 1
C 2.21 -0.13 -4.74
N 2.50 0.23 -3.37
C 3.12 -0.84 -2.63
C 2.03 -1.67 -1.95
O 0.93 -1.19 -1.74
N 2.41 -2.92 -1.59
C 1.69 -3.87 -0.86
C 0.57 -3.55 -0.10
C -0.08 -4.54 0.63
C 0.37 -5.85 0.61
C 1.48 -6.14 -0.15
C 2.16 -5.18 -0.88
H 3.03 -5.46 -1.45
F 1.95 -7.41 -0.18
H -0.13 -6.62 1.17
H -0.94 -4.25 1.22
H 0.19 -2.54 -0.05
H 3.32 -3.23 -1.90
H 3.76 -1.48 -3.27
H 3.75 -0.43 -1.83
C 3.12 1.53 -3.20
C 2.84 2.12 -1.81
O 3.54 2.99 -1.34
N 1.76 1.56 -1.21
C 1.28 1.76 0.08
C 1.68 2.83 0.89
C 1.18 2.94 2.17
C 0.28 2.02 2.67
C -0.12 0.97 1.86
C 0.36 0.84 0.58
H 0.05 0.00 -0.02
S -1.30 -0.23 2.47
O -1.24 -1.39 1.62
O -1.06 -0.41 3.88
N -2.79 0.45 2.30
C -3.45 0.36 1.03
C -3.06 1.49 0.06
H -3.48 1.25 -0.92
C -3.55 2.87 0.49
H -3.17 3.60 -0.23
H -4.65 2.90 0.43
C -3.11 3.28 1.89
H -3.27 4.36 1.99
H -2.05 3.09 2.02
C -3.91 2.58 2.99
H -4.94 2.47 2.66
H -3.92 3.19 3.89
C -3.36 1.20 3.39
H -4.16 0.62 3.86
H -2.56 1.30 4.12
H -1.98 1.50 -0.03
H -4.54 0.36 1.20
H -3.16 -0.60 0.59
H -0.09 2.08 3.68
H 1.51 3.77 2.79
H 2.39 3.54 0.51
H 1.33 0.78 -1.71
H 2.68 2.22 -3.92
H 4.21 1.53 -3.36
H 3.12 -0.29 -5.34
H 1.63 0.66 -5.21
H 1.62 -1.04 -4.75
*
```

Calculated values
DFT total energy, eV: -52025.73180
Structure (SMILES): CN(CC(=O)Nc1cccc(F)c1)CC(=O)Nc1cccc(S(=O)(=O)N2CCCCCC2)c1
Energy above the lowest of the compared OMol25 structures with the same formula, charge and spin, eV: 0.000
Orbital gap, eV: 9.07
LUMO, eV: 0.42
HOMO level, eV: -8.65

Atom charges from the Mulliken analysis, given in e for atoms 1 to 4:
1. C -1.170
2. N 0.207
3. C -0.981
4. C 0.536

---

No. 2
A cluster of 2 separate species, C4H8O in total, computed with the ωB97M-V functional and the def2-TZVPD basis.

Structure (ORCA input):
```
! wB97M-V def2-TZVPD RIJCOSX def2/J DEFGRID3
* xyz 0 1
C 1.79 -1.12 1.03
C -0.69 0.54 -0.85
O 0.45 0.40 -1.53
C -1.82 1.47 -0.70
C -1.56 0.15 0.03
H 2.21 -1.54 1.95
H 2.50 -0.41 0.61
H 1.61 -1.94 0.33
H 0.90 -0.39 -1.21
H -1.68 2.41 -0.17
H -2.59 1.51 -1.47
H 0.85 -0.61 1.27
H -1.94 -0.53 0.77
*
```

Calculated values
DFT total energy, eV: -6322.27169
Structure (SMILES): OC1=CC1.C
Energy above the lowest of the compared OMol25 structures with the same formula, charge and spin, eV: 2.896
Orbital gap, eV: 9.57
LUMO, eV: 0.81
HOMO level, eV: -8.76

Atom charges from the Mulliken analysis, given in e for atoms 1 to 4:
1. C -1.097
2. C 0.244
3. O -0.470
4. C -0.617

---

No. 3
The molecule C4H6N2, computed with the ωB97M-V functional and the def2-TZVPD basis.

Structure (ORCA input):
```
! wB97M-V def2-TZVPD RIJCOSX def2/J DEFGRID3
* xyz 0 1
N -0.61 -0.86 1.73
C -0.18 -0.22 0.42
C -1.33 -0.80 0.41
C -0.10 0.70 -2.07
C 0.99 0.88 -1.34
N 0.93 0.37 0.07
H -0.89 -0.26 2.50
H -0.15 -1.73 2.03
H -2.27 -1.19 0.06
H 0.07 1.08 -3.09
H 2.00 1.28 -1.50
H 1.52 0.75 0.79
*
```

Calculated values
DFT total energy, eV: -7218.35120
Energy above the lowest of the compared OMol25 structures with the same formula, charge and spin, eV: 7.240
Orbital gap, eV: 6.26
LUMO, eV: -0.03
HOMO level, eV: -6.29

Atom charges from the Mulliken analysis, given in e for atoms 1 to 4:
1. N -0.280
2. C 0.182
3. C -0.190
4. C -1.002

---

Please write out number 3 again, unchanged.
The molecule C4H6N2, computed with the ωB97M-V functional and the def2-TZVPD basis.

Structure (ORCA input):
```
! wB97M-V def2-TZVPD RIJCOSX def2/J DEFGRID3
* xyz 0 1
N -0.61 -0.86 1.73
C -0.18 -0.22 0.42
C -1.33 -0.80 0.41
C -0.10 0.70 -2.07
C 0.99 0.88 -1.34
N 0.93 0.37 0.07
H -0.89 -0.26 2.50
H -0.15 -1.73 2.03
H -2.27 -1.19 0.06
H 0.07 1.08 -3.09
H 2.00 1.28 -1.50
H 1.52 0.75 0.79
*
```

Calculated values
DFT total energy, eV: -7218.35120
Energy above the lowest of the compared OMol25 structures with the same formula, charge and spin, eV: 7.240
Orbital gap, eV: 6.26
LUMO, eV: -0.03
HOMO level, eV: -6.29

Atom charges from the Mulliken analysis, given in e for atoms 1 to 4:
1. N -0.280
2. C 0.182
3. C -0.190
4. C -1.002

---

What did the second record say?
A cluster of 2 separate species, C4H8O in total, computed with the ωB97M-V functional and the def2-TZVPD basis.

Structure (ORCA input):
```
! wB97M-V def2-TZVPD RIJCOSX def2/J DEFGRID3
* xyz 0 1
C 1.79 -1.12 1.03
C -0.69 0.54 -0.85
O 0.45 0.40 -1.53
C -1.82 1.47 -0.70
C -1.56 0.15 0.03
H 2.21 -1.54 1.95
H 2.50 -0.41 0.61
H 1.61 -1.94 0.33
H 0.90 -0.39 -1.21
H -1.68 2.41 -0.17
H -2.59 1.51 -1.47
H 0.85 -0.61 1.27
H -1.94 -0.53 0.77
*
```

Calculated values
DFT total energy, eV: -6322.27169
Structure (SMILES): OC1=CC1.C
Energy above the lowest of the compared OMol25 structures with the same formula, charge and spin, eV: 2.896
Orbital gap, eV: 9.57
LUMO, eV: 0.81
HOMO level, eV: -8.76

Atom charges from the Mulliken analysis, given in e for atoms 1 to 4:
1. C -1.097
2. C 0.244
3. O -0.470
4. C -0.617

---

Question: Which formula does entry 1 have?
Answer: C23H29FN4O4S

---

Question: Which of these has the highest LUMO?
Answer: C4H8O